ORCA calculation (the ωB97M-V functional and the def2-TZVPD basis) on the molecule C17H17N3O5S2 at a distorted geometry.

## Properties
Calculated total energy, eV: -54283.089
Frontier orbital gap, eV: 8.71
SMILES: CNC(=O)CSc1nc2cc(S(=O)(=O)Nc3ccc(OC)cc3)ccc2o1
LUMO, eV: 0.3
Relative energy (zero: lowest compared OMol25 entry of this formula, charge and spin), kJ/mol: 48.3
F_max, Eh/bohr: 0.027

```
! wB97M-V def2-TZVPD RIJCOSX def2/J DEFGRID3
* xyz 0 1
C -0.122 1.648 4.800
N 0.729 0.836 3.965
C 1.858 0.275 4.422
O 2.257 0.345 5.563
C 2.617 -0.518 3.353
S 3.620 0.549 2.263
C 2.435 1.029 1.115
N 1.162 0.769 1.146
C 0.657 1.353 0.008
C -0.631 1.410 -0.505
C -0.778 2.080 -1.700
S -2.371 2.013 -2.522
O -3.394 1.761 -1.558
O -2.512 3.113 -3.424
N -2.171 0.655 -3.493
C -1.640 -0.502 -2.905
C -2.254 -1.042 -1.783
C -1.730 -2.161 -1.161
C -0.582 -2.767 -1.660
O 0.023 -3.863 -1.123
C -0.564 -4.470 0.003
C 0.024 -2.234 -2.799
C -0.494 -1.112 -3.409
C 0.274 2.683 -2.377
C 1.562 2.649 -1.868
C 1.728 1.968 -0.677
O 2.856 1.749 0.050
H 0.282 1.627 5.811
H -0.146 2.679 4.442
H -1.138 1.250 4.805
H 0.515 0.769 2.974
H 3.338 -1.169 3.847
H 1.945 -1.092 2.717
H -1.478 0.970 -0.009
H -1.743 0.912 -4.370
H -3.144 -0.568 -1.401
H -2.231 -2.552 -0.290
H -0.593 -3.788 0.860
H -1.577 -4.824 -0.213
H 0.071 -5.321 0.243
H 0.908 -2.716 -3.184
H -0.014 -0.706 -4.288
H 0.055 3.195 -3.300
H 2.392 3.118 -2.369
*
```

***

ORCA calculation (the ωB97M-V functional and the def2-TZVPD basis) on C19H31ClGaO10 as an isolated structure.

## Properties
Calculated total energy, eV: -105583.421
Frontier orbital gap, eV: 7.52
LUMO, eV: 2.0
F_max, Eh/bohr: 0.008

```
! wB97M-V def2-TZVPD RIJCOSX def2/J DEFGRID3
* xyz -1 1
O -1.916 -4.569 -1.272
C -1.345 -3.606 -1.719
O -0.580 -2.780 -0.927
C -1.262 -3.198 -3.160
C -0.087 -3.997 -3.779
Ga 1.721 -3.567 -2.998
Cl 1.999 -1.295 -3.252
H 0.083 -3.341 -0.482
H -1.033 -2.128 -3.203
H -2.215 -3.404 -3.662
H -0.115 -3.843 -4.861
H -0.255 -5.068 -3.601
H 2.931 -4.337 -3.701
H 1.774 -3.825 -1.396
O 2.926 2.056 0.962
C 1.892 1.504 0.690
O 1.661 0.222 0.988
C 0.362 -0.194 0.484
C -0.425 1.105 0.346
C 0.680 2.102 0.002
H 0.507 -0.701 -0.469
H -0.067 -0.891 1.197
H -1.221 1.032 -0.390
H -0.878 1.376 1.298
H 0.891 2.153 -1.068
H 0.497 3.107 0.377
O 1.135 5.142 6.278
C 1.548 4.308 5.524
O 1.152 4.237 4.237
C 1.736 3.085 3.588
C 2.969 2.746 4.414
C 2.542 3.195 5.809
H 0.997 2.278 3.604
H 1.974 3.328 2.561
H 3.246 1.698 4.338
H 3.813 3.343 4.068
H 2.014 2.409 6.354
H 3.351 3.567 6.433
O -3.012 1.284 2.593
C -2.535 0.517 3.376
O -2.083 -0.700 2.997
C -1.617 -1.447 4.132
C -1.291 -0.396 5.191
C -2.306 0.699 4.866
H -2.417 -2.120 4.449
H -0.762 -2.038 3.817
H -1.356 -0.784 6.206
H -0.279 -0.021 5.035
H -3.261 0.547 5.373
H -1.959 1.709 5.070
O -1.905 -2.427 -6.189
C -1.325 -1.384 -6.271
O 0.001 -1.296 -6.501
C 0.435 0.076 -6.448
C -0.822 0.895 -6.733
C -1.906 0.012 -6.122
H 0.847 0.267 -5.456
H 1.217 0.207 -7.192
H -0.769 1.899 -6.317
H -0.980 0.979 -7.809
H -2.048 0.203 -5.057
H -2.869 0.069 -6.623
*
```

***

ORCA calculation (the ωB97M-V functional and the def2-TZVPD basis) on the molecule C5H11NO.

## Properties
Calculated total energy, eV: -8900.270
Frontier orbital gap, eV: 10.25
SMILES: CCN[C@@H](C)C=O
LUMO, eV: 1.1
Relative energy (zero: lowest compared OMol25 entry of this formula, charge and spin), kJ/mol: 137.7
F_max, Eh/bohr: 0.013

```
! wB97M-V def2-TZVPD RIJCOSX def2/J DEFGRID3
* xyz 0 1
C -0.509 -0.281 2.600
C -0.770 -0.470 1.101
N 0.098 0.392 0.321
C -0.009 0.293 -1.116
C 1.105 1.126 -1.786
C 0.168 -1.130 -1.576
O -0.604 -1.728 -2.272
H -1.440 -0.328 3.168
H -0.040 0.682 2.780
H 0.121 -1.072 2.997
H -1.834 -0.326 0.883
H -0.550 -1.500 0.819
H -0.024 1.356 0.608
H -0.971 0.655 -1.504
H 0.739 2.135 -1.955
H 1.966 1.132 -1.117
H 1.426 0.653 -2.713
H 1.126 -1.591 -1.236
*
```

***

ORCA calculation (the ωB97M-V functional and the def2-TZVPD basis) on C26H22BrCaClN4OS as an isolated structure.

## Properties
Calculated total energy, eV: -147168.445
Frontier orbital gap, eV: 5.93
LUMO, eV: -0.9
F_max, Eh/bohr: 0.014

```
! wB97M-V def2-TZVPD RIJCOSX def2/J DEFGRID3
* xyz 0 1
Ca 0.874 -0.183 0.343
Br 8.077 2.694 0.516
C 6.449 1.731 0.545
C 6.468 0.333 0.447
C 5.305 -0.390 0.475
C 4.041 0.245 0.591
O 2.963 -0.446 0.654
C 4.037 1.674 0.668
C 2.847 2.476 0.760
N 1.631 2.071 0.614
C 0.569 2.995 0.657
C 0.651 4.274 0.168
C -0.476 5.123 0.144
C -1.685 4.682 0.589
C -1.814 3.363 1.088
C -3.044 2.852 1.560
C -3.111 1.579 2.040
C -1.937 0.801 2.036
N -0.773 1.232 1.611
C -0.693 2.509 1.134
C 5.254 2.387 0.662
H 7.419 -0.177 0.357
H 5.319 -1.469 0.416
H 3.031 3.534 0.978
H 1.586 4.627 -0.245
H -0.371 6.125 -0.251
H -2.560 5.318 0.560
H -3.923 3.484 1.528
H -4.034 1.148 2.399
H -1.970 -0.224 2.391
H 5.232 3.467 0.741
S 2.082 -4.127 0.636
C 0.455 -4.454 0.631
N -0.420 -4.187 1.640
C -1.728 -4.769 1.377
C -1.679 -4.960 -0.147
N -0.244 -5.020 -0.377
H -0.035 -4.091 2.565
H -2.530 -4.094 1.674
H -1.856 -5.725 1.894
H -2.122 -4.107 -0.669
H -2.170 -5.880 -0.459
H 0.176 -5.042 -1.290
Cl -4.952 0.544 -4.661
C -3.749 -0.088 -3.563
C -3.450 0.602 -2.399
C -2.487 0.096 -1.544
C -1.811 -1.111 -1.786
C -0.794 -1.629 -0.852
C -2.149 -1.765 -2.979
C -3.092 -1.267 -3.863
H -3.953 1.533 -2.177
H -2.248 0.668 -0.652
H -0.337 -2.537 -1.258
H -1.296 -1.937 0.082
H -1.645 -2.696 -3.219
H -3.327 -1.796 -4.777
*
```